# 1
This record from the OMol25 dataset describes a structure of composition C30H40Cl2N2O3PTm at a distorted geometry. The level of theory is ωB97M-V/def2-TZVPD.

```
79
Properties=species:S:1:pos:R:3:forces:R:3:mulliken_spin:R:1
O -3.692678 0.092711 -2.547041 -0.09 1.31 -0.95 0.000
C -3.807898 1.150914 -3.159695 -0.20 -0.50 1.17 0.001
C -2.824602 1.781056 -4.049203 0.61 0.22 -0.39 -0.001
C -1.496839 1.335803 -4.241522 -0.45 0.08 -0.25 0.000
H -1.043739 0.654581 -3.522314 -0.13 -0.05 -0.27 0.000
C -0.781020 1.791728 -5.349775 -0.07 0.06 0.14 0.000
H 0.205827 1.381567 -5.566259 -0.21 0.18 0.19 0.000
C -1.324032 2.763218 -6.202661 -0.44 -0.04 0.38 0.000
H -0.773274 3.091319 -7.085839 -0.14 -0.08 0.31 0.000
C -2.573228 3.326212 -5.902143 0.39 -0.01 -0.27 0.000
H -2.978166 4.121407 -6.531020 0.13 -0.23 0.23 0.000
C -3.306945 2.838879 -4.828714 -0.32 -0.13 0.00 0.000
H -4.298591 3.249328 -4.589257 0.43 -0.20 -0.26 0.000
H -4.757171 1.741841 -3.070756 0.34 -0.35 -0.04 0.000
C -2.103862 3.595426 0.793716 -0.41 0.73 1.84 -0.007
C -0.798275 3.172641 0.286444 -2.77 -0.58 -1.91 0.021
H -2.539012 4.468403 0.294568 0.29 0.14 0.01 0.000
H -2.095553 3.788330 1.875750 -0.23 0.13 0.04 0.001
H -2.814356 2.764836 0.647403 -0.02 0.35 0.09 0.004
C 0.112092 3.515856 -0.585194 1.99 1.97 -1.39 -0.032
C 1.113203 4.670624 -0.577706 -0.67 0.69 -0.04 0.002
H 0.210557 2.965586 -1.545690 0.80 -0.66 0.99 0.004
H 1.011740 5.297880 -1.476914 0.08 -0.04 0.11 -0.001
H 2.139813 4.277931 -0.577607 -0.30 -0.09 0.00 -0.001
H 0.992390 5.303798 0.315149 0.00 -0.17 -0.27 0.001
Tm -0.014721 1.212899 0.711356 1.43 -1.92 0.02 2.026
Cl 1.871165 0.912969 -1.010774 0.51 -0.22 -0.28 -0.003
Cl 0.554918 2.153997 2.990584 0.01 0.08 0.42 -0.003
H -1.603491 -3.336916 -3.757743 -0.22 0.19 0.09 0.000
H 0.358298 -3.394601 -2.972769 0.13 0.17 0.30 0.000
C -1.793414 -2.307764 -3.434039 -0.15 -0.08 0.16 0.000
C 0.321866 -2.647716 -2.170300 0.42 0.36 -0.22 0.000
N -1.009575 -2.047696 -2.225085 -0.10 -0.26 0.04 0.000
H -2.857334 -2.155051 -3.231292 0.23 -0.04 -0.09 0.000
C -1.460261 -1.239431 -1.266209 0.61 0.69 0.68 0.000
O -0.724111 -0.652945 -0.429195 -1.20 -1.50 -1.01 -0.003
H 0.490553 -3.143873 -1.205025 -0.04 0.27 -0.21 0.000
H -2.555866 -1.118243 -1.256135 0.48 0.16 -0.12 0.000
H -1.491462 -1.630845 -4.250249 -0.07 -0.17 0.29 0.000
H 1.104327 -1.893544 -2.339821 -0.16 -0.23 0.17 0.000
H -2.819255 -0.650463 4.899952 -0.03 0.17 -0.16 0.000
H -4.829949 -1.830328 3.594007 0.06 0.23 -0.12 0.000
C -3.053960 0.230810 4.287990 0.00 0.05 0.04 0.000
C -4.903100 -0.880932 3.046060 -0.02 -0.03 -0.09 0.000
N -3.620299 -0.191754 3.010596 -0.14 -0.15 -0.07 0.000
H -2.147951 0.812837 4.108435 -0.11 -0.07 0.01 0.000
C -2.990239 0.021658 1.859743 1.82 1.13 0.20 -0.001
O -1.893250 0.644888 1.780762 -2.45 -1.46 0.37 -0.007
H -5.217113 -1.083549 2.017705 -0.04 -0.01 0.23 0.000
H -3.492005 -0.376436 0.967252 0.04 0.10 0.09 0.000
H -3.795271 0.836719 4.823167 0.18 -0.07 -0.11 0.000
H -5.662293 -0.256605 3.536896 0.22 -0.10 -0.15 0.000
C 1.399780 -1.631316 3.594060 0.11 -0.29 0.15 0.000
P 1.986663 -0.993279 1.983131 -0.10 0.32 0.13 -0.002
C 3.616354 -0.300144 2.465574 0.42 0.04 0.34 -0.001
C 3.597464 0.802047 3.342878 -0.07 -0.01 -0.35 0.000
C 4.744757 1.553036 3.568223 0.29 -0.32 0.00 0.000
C 5.960096 1.157827 2.996844 -0.25 -0.08 -0.10 0.000
C 6.010739 -0.001619 2.218743 -0.07 0.03 0.23 0.000
C 4.852188 -0.745424 1.972682 -0.08 0.39 0.08 0.000
C 2.430215 -2.514593 1.092764 -0.18 -0.34 -0.46 0.000
C 3.123669 -2.385135 -0.127701 0.02 -0.17 0.14 0.000
C 3.500511 -3.516753 -0.850214 -0.17 -0.02 0.12 0.000
C 3.119464 -4.788247 -0.406770 0.02 0.17 0.09 0.000
C 2.368624 -4.915207 0.764942 -0.03 -0.09 -0.23 0.000
C 2.007043 -3.789673 1.503766 0.38 0.27 -0.18 0.000
H 1.206419 -0.788350 4.268911 0.03 -0.18 -0.23 0.000
H 2.161336 -2.295586 4.026068 -0.31 0.12 0.07 0.000
H 0.464434 -2.181623 3.428211 0.14 0.14 0.18 0.000
H 2.658163 1.105057 3.805562 0.29 0.02 -0.27 0.000
H 4.688200 2.447841 4.187807 0.04 -0.25 -0.10 0.000
H 6.859732 1.749596 3.166969 -0.21 -0.16 -0.08 0.000
H 6.960025 -0.333813 1.796311 -0.23 0.07 0.14 0.000
H 4.921363 -1.668257 1.399851 -0.03 0.32 0.00 0.000
H 3.357791 -1.387333 -0.510531 -0.03 -0.30 0.19 0.000
H 4.088862 -3.399735 -1.764046 -0.25 -0.07 0.25 0.000
H 3.401811 -5.672124 -0.981368 -0.07 0.22 0.21 0.000
H 2.060380 -5.903253 1.107992 0.06 0.22 -0.11 0.000
H 1.407347 -3.902645 2.405753 0.24 -0.04 -0.18 0.000
```
Forces are in eV/Å.

As for the charge: 0. The value obtained for the energy is -104746.4370 eV. Its gap between HOMO and LUMO (alpha / beta) is 4.865 / 4.863 eV. Its spin multiplicity is 3. The value obtained for the HOMO energy (alpha / beta) is -0.1946 / -0.1945 Eh. For the energy above the lowest of the compared OMol25 structures with the same formula, charge and spin, the calculation gives 0.00 kJ/mol. The calculation puts the LUMO energy (alpha / beta) at -0.016 / -0.016 Ha. The largest force on an atom is 3.411 eV Å⁻¹.



# 2
This record from the OMol25 dataset describes a structure of composition C4H7NO at a distorted geometry. The level of theory is ωB97M-V/def2-TZVPD.

```
13
Properties=species:S:1:pos:R:3:forces:R:3:mulliken_charge:R:1
C 0.936442 0.883533 1.624393 1.14 -1.38 -0.25 -0.647
C -0.858746 0.084756 0.002387 -0.81 -0.39 -0.45 -0.665
C -1.056384 -0.307427 -1.430258 -0.56 -0.29 -0.40 -0.096
N 0.148285 -1.198625 -1.285249 0.49 -0.04 0.00 -0.410
C 0.305718 -0.601824 -0.036113 -0.65 0.88 0.05 0.500
O 1.294974 -0.532203 0.836535 -1.01 2.17 1.11 -0.442
H -0.077040 1.230986 1.958309 0.72 -1.46 -0.75 0.303
H 1.527187 0.616426 2.473193 0.58 0.55 0.60 0.274
H 1.335252 1.662710 0.967968 0.16 -0.43 0.22 0.311
H -1.564599 0.049514 0.818696 -0.11 0.67 -0.11 0.221
H -0.867461 0.506742 -2.146452 -0.05 -0.31 0.14 0.191
H -1.980661 -0.825121 -1.668525 0.01 -0.25 -0.26 0.234
H 0.879738 -1.246930 -1.986457 0.11 0.27 0.10 0.226
```
Forces are in eV/Å.

As for the charge: 0. The value obtained for the energy is -7795.1926 eV. Its gap between HOMO and LUMO is 8.696 eV. Its spin multiplicity is 1. The value obtained for the HOMO energy is -0.2831 Eh. For the energy above the lowest of the compared OMol25 structures with the same formula, charge and spin, the calculation gives 429.53 kJ/mol. The calculation puts the LUMO energy at 0.037 Ha. The largest force on an atom is 2.637 eV Å⁻¹.



# 3
This record from the OMol25 dataset describes a structure of composition C6H24FN12NiO6 at a distorted geometry. The level of theory is ωB97M-V/def2-TZVPD.

```
50
Properties=species:S:1:pos:R:3:forces:R:3:mulliken_spin:R:1
Ni -0.028188 0.384734 -0.475276 0.51 -0.28 -0.69 1.807
F 0.810671 -0.039061 -2.178969 -0.33 0.03 0.44 0.068
C 1.583129 -3.882108 -0.890307 1.79 0.71 3.12 0.000
O 2.165950 -4.120293 0.202436 -0.65 -0.43 -1.20 0.000
N 1.407028 -2.613574 -1.263982 -0.31 -0.32 -1.13 -0.001
N 1.097909 -4.799215 -1.719915 -1.12 -1.25 -1.60 0.000
H 1.865581 -1.887109 -0.741775 -0.32 0.24 -0.19 0.000
H 1.142561 -2.468179 -2.222605 0.07 0.86 0.11 0.000
H 1.124573 -5.798174 -1.632805 0.40 0.13 0.69 0.000
H 0.555255 -4.489713 -2.507215 0.10 0.06 -0.02 0.000
C -2.325688 2.333521 -1.692543 0.97 0.12 0.97 0.005
O -1.546838 1.406243 -1.462036 -0.58 -0.27 -0.87 0.022
N -2.876303 3.016256 -0.669788 -0.23 0.19 -0.46 0.000
N -2.592904 2.804361 -2.925859 0.05 -0.45 -1.16 0.000
H -3.556245 3.711469 -0.921207 -0.20 0.00 0.79 0.000
H -2.747073 2.605020 0.237950 -0.16 0.37 0.13 0.000
H -2.354601 2.227657 -3.715415 0.26 -0.02 0.15 0.000
H -3.126522 3.623801 -3.150865 -0.14 0.00 0.41 0.000
C 2.557949 -0.639152 1.434133 0.89 -2.09 -0.34 0.003
O 1.589404 -0.535345 0.670580 0.05 0.27 0.45 0.017
N 3.037478 0.324886 2.228813 -1.47 1.50 -0.41 -0.001
N 3.275419 -1.780749 1.521192 -0.32 -0.60 -0.50 0.000
H 2.454416 1.143714 2.130460 0.72 0.32 0.60 0.000
H 3.854596 0.207822 2.790448 0.01 0.34 0.15 0.000
H 2.952934 -2.623177 1.042144 -0.20 -0.16 -0.09 0.000
H 4.024329 -1.907744 2.174167 0.03 0.19 0.10 0.000
C 1.673647 3.020519 -0.773929 1.16 -1.38 -0.80 0.002
O 1.067863 2.028146 -0.354963 0.13 1.39 0.61 0.032
N 1.940873 3.189033 -2.076055 -1.23 -0.14 -0.19 -0.001
N 2.325299 3.838435 0.079270 -0.67 -0.19 0.59 0.002
H 2.609708 3.859019 -2.400950 -0.06 -0.07 -0.27 0.000
H 1.447688 2.525566 -2.659895 0.38 0.12 -0.37 0.000
H 2.539945 3.315002 0.910270 0.32 0.90 0.36 0.000
H 2.766157 4.683520 -0.229832 0.34 -0.11 0.30 0.000
C -2.170132 -2.076844 -0.384689 0.06 1.95 1.21 0.004
O -1.235118 -1.283208 -0.310893 -0.05 -0.64 0.19 0.019
N -2.872813 -2.263227 -1.513535 0.44 -0.23 -0.78 -0.001
N -2.780184 -2.605351 0.727355 -0.28 -1.13 -0.22 0.000
H -2.396622 -1.937532 -2.341575 -0.27 -0.13 -0.12 0.000
H -3.543386 -3.008942 -1.562956 -0.02 0.05 -0.33 0.000
H -3.274082 -3.447804 0.468317 -0.28 -0.02 0.51 0.000
H -2.291895 -2.725563 1.600645 0.49 0.32 -0.24 0.000
C -1.087100 0.908334 2.566986 -0.62 -0.35 0.02 0.007
O -0.734886 1.114609 1.411996 -0.14 0.33 0.12 0.012
N -0.373593 1.283744 3.657514 -0.16 -0.06 -0.60 0.001
N -2.263151 0.297856 2.885817 0.02 -0.17 0.01 0.001
H 0.407579 1.890472 3.493563 0.17 -0.21 0.42 0.000
H -0.605126 0.840016 4.525979 0.47 0.41 0.31 0.000
H -2.938225 0.078742 2.174732 0.18 -0.10 -0.11 0.000
H -2.557266 0.269568 3.845068 -0.22 0.02 -0.07 0.000
```
Forces are in eV/Å.

As for the charge: +1. The value obtained for the energy is -80540.8370 eV. Its gap between HOMO and LUMO (alpha / beta) is 9.260 / 9.255 eV. Its spin multiplicity is 3. The value obtained for the HOMO energy (alpha / beta) is -0.4124 / -0.4122 Eh. For the energy above the lowest of the compared OMol25 structures with the same formula, charge and spin, the calculation gives 0.00 kJ/mol. The calculation puts the LUMO energy (alpha / beta) at -0.072 / -0.072 Ha. The largest force on an atom is 3.668 eV Å⁻¹.



# 4
This record from the OMol25 dataset describes the molecule C4H7NO. The level of theory is ωB97M-V/def2-TZVPD.

```
13
Properties=species:S:1:pos:R:3:forces:R:3:mulliken_charge:R:1
C 1.698731 0.417552 0.482914 0.00 0.01 0.03 -1.359
C 0.456404 -0.019706 -0.244414 0.25 0.00 -0.13 0.328
C -0.368355 -1.171724 0.167020 0.05 -0.28 -0.05 -0.464
N -0.851117 0.181907 0.424256 -0.19 0.10 0.11 -0.407
C -1.869645 0.631054 -0.440347 -0.22 -0.13 -0.35 0.128
O -2.364150 -0.000122 -1.342409 0.12 0.19 0.45 -0.485
H 1.870306 1.491145 0.353376 -0.03 -0.15 0.03 0.293
H 1.617608 0.207541 1.553192 -0.02 0.01 -0.15 0.334
H 2.569850 -0.115573 0.084152 -0.14 0.08 0.07 0.325
H 0.442497 0.182226 -1.316197 -0.01 -0.02 0.15 0.415
H -0.886992 -1.735200 -0.602407 0.09 0.08 0.06 0.295
H -0.110674 -1.718975 1.070731 0.00 0.13 -0.14 0.228
H -2.204461 1.649877 -0.189864 0.09 -0.01 -0.08 0.370
```
Forces are in eV/Å.

As for the charge: 0. As for the SMILES: C[C@H]1CN1C=O. The value obtained for the energy is -7797.8648 eV. Its gap between HOMO and LUMO is 11.106 eV. Its spin multiplicity is 1. The value obtained for the HOMO energy is -0.3686 Eh. For the energy above the lowest of the compared OMol25 structures with the same formula, charge and spin, the calculation gives 171.71 kJ/mol. The calculation puts the LUMO energy at 0.040 Ha. The largest force on an atom is 0.501 eV Å⁻¹.



What did the fourth record say?
This record from the OMol25 dataset describes the molecule C4H7NO. The level of theory is ωB97M-V/def2-TZVPD.

```
13
Properties=species:S:1:pos:R:3:forces:R:3:mulliken_charge:R:1
C 1.698731 0.417552 0.482914 0.00 0.01 0.03 -1.359
C 0.456404 -0.019706 -0.244414 0.25 0.00 -0.13 0.328
C -0.368355 -1.171724 0.167020 0.05 -0.28 -0.05 -0.464
N -0.851117 0.181907 0.424256 -0.19 0.10 0.11 -0.407
C -1.869645 0.631054 -0.440347 -0.22 -0.13 -0.35 0.128
O -2.364150 -0.000122 -1.342409 0.12 0.19 0.45 -0.485
H 1.870306 1.491145 0.353376 -0.03 -0.15 0.03 0.293
H 1.617608 0.207541 1.553192 -0.02 0.01 -0.15 0.334
H 2.569850 -0.115573 0.084152 -0.14 0.08 0.07 0.325
H 0.442497 0.182226 -1.316197 -0.01 -0.02 0.15 0.415
H -0.886992 -1.735200 -0.602407 0.09 0.08 0.06 0.295
H -0.110674 -1.718975 1.070731 0.00 0.13 -0.14 0.228
H -2.204461 1.649877 -0.189864 0.09 -0.01 -0.08 0.370
```
Forces are in eV/Å.

As for the charge: 0. As for the SMILES: C[C@H]1CN1C=O. The value obtained for the energy is -7797.8648 eV. Its gap between HOMO and LUMO is 11.106 eV. Its spin multiplicity is 1. The value obtained for the HOMO energy is -0.3686 Eh. For the energy above the lowest of the compared OMol25 structures with the same formula, charge and spin, the calculation gives 171.71 kJ/mol. The calculation puts the LUMO energy at 0.040 Ha. The largest force on an atom is 0.501 eV Å⁻¹.



Q: Which of these has the highest energy?
A: number 2



Q: Which of these has the highest charge?
A: C6H24FN12NiO6



Q: Number 4 is which compound?
A: C4H7NO